(1)
# H4O2

A cluster of 2 separate species, H4O2 in total (ωB97M-V/def2-TZVPD, OMol25).

XYZ file:
```
6
Properties=species:S:1:pos:R:3:nbo_charge:R:1
O -1.59837 -0.20801 -0.09902 -0.9508
H -0.80470 0.12550 0.38508 0.4884
H -2.30489 0.35677 0.11329 0.4574
O 1.17874 -0.10310 0.00956 -0.9463
H 1.86200 -0.81618 -0.05907 0.4793
H 1.66722 0.64502 -0.34985 0.4720
```

For the energy above the lowest of the compared OMol25 structures with the same formula, charge and spin, the calculation gives 0.192 eV. As for the SMILES: O.O. The HOMO-LUMO gap comes out at 11.63 eV. The multiplicity is 1. The calculation puts the strongest force on any atom at 2.19 eV Å⁻¹.

(2)
# H4O2

A cluster of 2 separate species, H4O2 in total (ωB97M-V/def2-TZVPD, OMol25).

XYZ file:
```
6
Properties=species:S:1:pos:R:3:nbo_charge:R:1
O 0.91433 -0.53314 -0.28114 -0.9566
H 1.90314 -0.33211 -0.24881 0.4806
H 0.87317 -1.47509 -0.07742 0.4787
O -1.40687 1.04320 0.51753 -0.9348
H -0.52815 0.97324 0.16881 0.4760
H -1.75563 0.32389 -0.07897 0.4561
```

For the energy above the lowest of the compared OMol25 structures with the same formula, charge and spin, the calculation gives 0.249 eV. As for the SMILES: O.O. The HOMO-LUMO gap comes out at 11.49 eV. The multiplicity is 1. The calculation puts the strongest force on any atom at 2.27 eV Å⁻¹.

(3)
# H4O2

A cluster of 2 separate species, H4O2 in total (ωB97M-V/def2-TZVPD, OMol25).

XYZ file:
```
6
Properties=species:S:1:pos:R:3:nbo_charge:R:1
O 1.39372 0.03932 -0.11525 -0.9536
H 0.56465 -0.36612 0.18006 0.4875
H 1.97791 -0.14594 0.59439 0.4555
O -1.28069 -0.03395 0.03732 -0.9674
H -2.10200 -0.44897 -0.24702 0.4879
H -1.34485 0.91802 0.09603 0.4901
```

For the energy above the lowest of the compared OMol25 structures with the same formula, charge and spin, the calculation gives 0.121 eV. As for the SMILES: O.O. The HOMO-LUMO gap comes out at 11.75 eV. The multiplicity is 1. The calculation puts the strongest force on any atom at 1.45 eV Å⁻¹.

(4)
# H4O2

A cluster of 2 separate species, H4O2 in total (ωB97M-V/def2-TZVPD, OMol25).

XYZ file:
```
6
Properties=species:S:1:pos:R:3:nbo_charge:R:1
O 0.95839 -0.61318 0.60158 -0.9556
H 1.12216 -1.35637 1.20514 0.4608
H 0.01600 -0.43973 0.56630 0.4789
O -0.77045 0.72726 -0.63458 -0.9268
H -1.68681 1.01212 -0.41258 0.4708
H -0.95490 -0.12868 -1.09491 0.4718
```

For the energy above the lowest of the compared OMol25 structures with the same formula, charge and spin, the calculation gives 0.326 eV. As for the SMILES: O.O. The HOMO-LUMO gap comes out at 11.73 eV. The multiplicity is 1. The calculation puts the strongest force on any atom at 2.23 eV Å⁻¹.

(5)
# H4O2

A cluster of 2 separate species, H4O2 in total (ωB97M-V/def2-TZVPD, OMol25).

XYZ file:
```
6
Properties=species:S:1:pos:R:3:nbo_charge:R:1
O 0.58113 -1.82401 3.12928 -0.9395
H 0.28354 -1.88390 2.19327 0.4691
H -0.19609 -2.11854 3.65600 0.4704
O -0.47600 2.24649 -3.05785 -0.9395
H -0.69999 1.30480 -2.88095 0.4691
H 0.50742 2.27515 -3.03975 0.4703
```

For the energy above the lowest of the compared OMol25 structures with the same formula, charge and spin, the calculation gives 0.262 eV. As for the SMILES: O.O. The HOMO-LUMO gap comes out at 12.41 eV. The multiplicity is 1. The calculation puts the strongest force on any atom at 1.24 eV Å⁻¹.

(6)
# H4O2

A cluster of 2 separate species, H4O2 in total (ωB97M-V/def2-TZVPD, OMol25).

XYZ file:
```
6
Properties=species:S:1:pos:R:3:nbo_charge:R:1
O -0.84684 0.22577 -1.32072 -0.9479
H -0.87879 1.15731 -1.58581 0.4605
H -0.35085 0.38446 -0.44542 0.4828
O 0.77659 -0.23662 1.18635 -0.9444
H 0.46423 -1.11737 1.11425 0.4712
H 1.32740 -0.33762 1.99193 0.4778
```

For the energy above the lowest of the compared OMol25 structures with the same formula, charge and spin, the calculation gives 0.211 eV. As for the SMILES: O.O. The HOMO-LUMO gap comes out at 11.78 eV. The multiplicity is 1. The calculation puts the strongest force on any atom at 2.78 eV Å⁻¹.

(7)
# H4O2Rb

A structure of composition H4O2Rb (ωB97M-V/def2-TZVPD, OMol25).

XYZ file:
```
7
Properties=species:S:1:pos:R:3:lowdin_charge:R:1
Rb -0.04976 -0.09709 0.00779 1.6521
O 1.18632 -0.80615 1.25515 -0.4834
H 2.05974 -1.05565 0.95329 0.0630
H 0.99009 -1.42422 1.95922 0.0686
O -1.20214 1.17732 -1.05608 -0.4080
H -0.85316 1.22724 -1.94599 0.0479
H -2.13109 0.97855 -1.17339 0.0597
```

For the energy above the lowest of the compared OMol25 structures with the same formula, charge and spin, the calculation gives 6.724 eV. Its charge is +1. The HOMO-LUMO gap comes out at 10.45 eV. The multiplicity is 1. The calculation puts the strongest force on any atom at 14.01 eV Å⁻¹.

(8)
# H4O2Si2

An isolated molecule of H4O2Si2 (ωB97M-V/def2-TZVPD, OMol25).

XYZ file:
```
8
Properties=species:S:1:pos:R:3:nbo_charge:R:1
O -0.06401 -1.16015 0.06418 -1.0210
O 0.03335 1.15619 0.05618 -1.0934
Si -1.22251 -0.01089 0.06714 1.3199
Si 1.22442 0.01458 0.04684 1.1896
H -1.61584 -0.02898 -1.23423 -0.0958
H -2.24669 -0.19879 1.00406 -0.1177
H 2.20573 0.16784 1.21800 -0.0568
H 1.68556 0.06021 -1.22218 -0.1250
```

The HOMO-LUMO gap (alpha / beta) comes out at 5.11 / 6.04 eV. The multiplicity is 3. The calculation puts the strongest force on any atom at 3.26 eV Å⁻¹.

(9)
# H4O3Si

A structure of composition H4O3Si (ωB97M-V/def2-TZVPD, OMol25).

XYZ file:
```
8
Properties=species:S:1:pos:R:3:nbo_charge:R:1
O -1.25374 0.60121 -0.19706 -1.1348
O 1.50212 0.45139 -0.38942 -1.1330
O 0.02934 -1.45703 -0.54609 -1.0862
Si 0.15309 -0.09055 0.25819 2.0932
H -1.80813 1.37904 0.15897 0.5185
H 1.63295 1.57677 -0.96359 0.5361
H -0.32913 -2.17292 -0.05421 0.4900
H 0.07350 -0.28790 1.73320 -0.2837
```

For the energy above the lowest of the compared OMol25 structures with the same formula, charge and spin, the calculation gives 1.435 eV. The HOMO-LUMO gap comes out at 11.19 eV. The multiplicity is 1. The calculation puts the strongest force on any atom at 7.79 eV Å⁻¹.

(10)
# H4OP2

A cluster of 2 separate species, H4OP2 in total (ωB97M-V/def2-TZVPD, OMol25).

XYZ file:
```
7
Properties=species:S:1:pos:R:3:nbo_charge:R:1
O 2.30797 0.69721 0.27793 -1.0904
P -0.77990 1.40370 -0.02505 0.0185
P 1.10469 0.20188 -0.37902 1.1717
H -0.41637 1.31908 1.46507 0.0524
H -1.43930 0.17186 0.06835 0.0064
H 1.53770 -0.51257 -1.61786 -0.0082
H 0.54177 -1.26804 0.74747 -0.1504
```

For the energy above the lowest of the compared OMol25 structures with the same formula, charge and spin, the calculation gives 1.626 eV. The HOMO-LUMO gap comes out at 9.19 eV. The multiplicity is 1. The calculation puts the strongest force on any atom at 4.84 eV Å⁻¹.

(11)
# H4OS2

A cluster of 2 separate species, H4OS2 in total (ωB97M-V/def2-TZVPD, OMol25).

XYZ file:
```
7
Properties=species:S:1:pos:R:3:nbo_charge:R:1
S -2.50893 -1.74553 2.81565 -0.1226
S -3.37369 -2.41161 4.59351 -0.1356
H -2.38929 -0.51067 3.30395 0.1299
H -4.56127 -2.75479 4.08112 0.1283
O 4.06259 2.20145 -5.14316 -0.9307
H 4.99399 2.18096 -4.90148 0.4652
H 3.77660 3.04018 -4.74959 0.4655
```

For the energy above the lowest of the compared OMol25 structures with the same formula, charge and spin, the calculation gives 0.221 eV. As for the SMILES: SS.O. The HOMO-LUMO gap comes out at 9.51 eV. The multiplicity is 1. The calculation puts the strongest force on any atom at 0.62 eV Å⁻¹.

(12)
# H4S2

A cluster of 2 separate species, H4S2 in total (ωB97M-V/def2-TZVPD, OMol25).

XYZ file:
```
6
Properties=species:S:1:pos:R:3:nbo_charge:R:1
S -3.01439 0.97919 1.72161 -0.2877
H -2.18455 1.71588 0.95978 0.1450
H -2.18417 -0.07988 1.69311 0.1426
S 2.21068 -0.73343 -2.01075 -0.2867
H 3.29830 -0.30291 -1.34484 0.1440
H 1.87414 -1.57886 -1.01892 0.1427
```

For the energy above the lowest of the compared OMol25 structures with the same formula, charge and spin, the calculation gives 0.049 eV. As for the SMILES: S.S. The HOMO-LUMO gap comes out at 10.44 eV. The multiplicity is 1. The calculation puts the strongest force on any atom at 0.27 eV Å⁻¹.